Record 1
The following is a DFT calculation (ωB97M-V with the def2-TZVPD basis set) of an isolated molecule of C5H8N2O.

SMILES = NCc1[nH]ccc1O
E_tot = -10339.0379 eV
Energy above the lowest of the compared OMol25 structures with the same formula, charge and spin = 355.9 kJ/mol

Positions of all 16 atoms, in Å:
1 N 0.1106 0.3192 -2.5765
2 C -0.7567 0.4162 -1.4880
3 C -0.1206 0.3370 -0.0963
4 N -0.5866 1.0357 1.0398
5 C -0.1588 0.3640 2.2361
6 C 0.4067 -0.7977 1.7855
7 C 0.4959 -0.7788 0.3376
8 O 1.1555 -1.5998 -0.3506
9 H 0.7668 -0.5401 -2.0185
10 H 0.9165 1.1215 -2.5576
11 H -1.8119 -0.0265 -1.6312
12 H -1.0974 1.4760 -1.3173
13 H -1.1584 1.8180 0.9679
14 H -0.4881 0.8245 3.1088
15 H 0.9116 -1.5051 2.3542
16 H 1.4149 -2.4642 0.2062

Record 2
The following is a DFT calculation (ωB97M-V with the def2-TZVPD basis set) of an isolated molecule of C5H8N2O.

E_tot = -10335.3212 eV
Energy above the lowest of the compared OMol25 structures with the same formula, charge and spin = 714.5 kJ/mol

Positions of all 16 atoms, in Å:
1 C -2.2168 -0.9014 0.2851
2 C -0.0435 1.6240 0.2094
3 C 0.9884 0.6591 -0.3003
4 C 1.5609 -1.1174 -0.1630
5 C 0.1254 -0.6132 -0.1545
6 H -2.4762 -1.8735 -0.0421
7 H -1.8841 -0.9747 1.3940
8 H -3.1552 -0.2503 0.1624
9 H -0.1971 2.6176 0.3585
10 H 1.2716 0.9677 -1.2805
11 H 1.6526 -2.3421 0.1094
12 H 1.9931 -0.9122 -1.2374
13 H 0.2020 -0.6156 0.9893
14 N -1.1047 -0.2256 -0.5566
15 N -1.1678 1.0179 -0.0637
16 O 2.0018 -0.0087 0.5785

Record 3
The following is a DFT calculation (ωB97M-V with the def2-TZVPD basis set) of an isolated molecule of C5H8N2O2.

SMILES = C[C@@]1(O)N=CCC(=O)N1
E_tot = -12388.6586 eV
Energy above the lowest of the compared OMol25 structures with the same formula, charge and spin = 219.7 kJ/mol

Positions of all 17 atoms, in Å:
1 C -0.9272 0.8183 1.0584
2 C 0.5266 0.6061 0.6860
3 O 1.4085 1.3647 1.5518
4 N 0.8179 -1.0734 0.7453
5 C 0.6189 -1.6771 -0.3306
6 C 0.0631 -1.1424 -1.6129
7 C 0.5585 0.2950 -1.7802
8 O 0.8241 0.6843 -2.8649
9 N 0.8912 0.9990 -0.6527
10 H -1.2172 1.8111 0.6277
11 H -0.9784 0.8422 2.2318
12 H -1.3268 -0.0155 0.5670
13 H 2.2326 1.0341 1.2972
14 H 0.7448 -2.7687 -0.2492
15 H 0.5185 -1.7984 -2.3208
16 H -1.0640 -1.0143 -1.6647
17 H 1.0983 1.9838 -0.6283

Record 4
The following is a DFT calculation (ωB97M-V with the def2-TZVPD basis set) of an isolated molecule of C5H8N2O2.

E_tot = -12385.8766 eV
Energy above the lowest of the compared OMol25 structures with the same formula, charge and spin = 488.1 kJ/mol

Positions of all 17 atoms, in Å:
1 C -1.1226 1.7626 -1.0653
2 C 1.6703 0.3348 0.2545
3 C -0.6596 -0.2364 0.3716
4 C 0.8656 -0.7448 0.5819
5 N -1.5339 -1.2117 -0.2029
6 C 1.2881 -1.9115 1.0725
7 O -0.2293 0.6856 -0.8339
8 N 2.5082 1.1505 0.1013
9 O -1.0473 0.3720 1.3979
10 H -1.1257 -1.8075 -0.9084
11 H -2.0593 -1.7134 0.4980
12 H 2.6069 1.9994 -0.4318
13 H -0.6187 2.4752 -1.7230
14 H -1.3941 2.2484 -0.1236
15 H -2.0328 1.4090 -1.5592
16 H 2.3163 -2.1029 1.3533
17 H 0.5678 -2.7093 1.2171

Record 5
The following is a DFT calculation (ωB97M-V with the def2-TZVPD basis set) of a cluster of 2 separate species, C5H8N2O2 in total.

SMILES = [H]/N=C(/C#N)CO.C=CO
E_tot = -12386.2391 eV
Energy above the lowest of the compared OMol25 structures with the same formula, charge and spin = 453.1 kJ/mol

Positions of all 17 atoms, in Å:
1 H 0.9904 -0.9231 -2.3481
2 N 1.2703 -0.2225 -1.6632
3 C 0.7028 -0.3172 -0.5127
4 C 1.5434 -0.3233 0.6594
5 N 2.1192 -0.2061 1.6476
6 C -0.5417 -1.3712 -0.2632
7 O -0.0769 -2.6886 -0.3369
8 H -0.9662 -1.2530 0.7378
9 H -1.2997 -1.1649 -1.0327
10 H 0.2898 -2.8451 -1.2157
11 C -0.1748 1.8417 -0.1632
12 C -1.1212 1.4724 0.7534
13 O -0.8718 1.0748 2.0021
14 H -0.5158 2.1595 -1.1361
15 H 0.7380 2.3171 0.1749
16 H -2.1627 1.3344 0.4936
17 H 0.0769 1.1149 2.2031

Record 6
The following is a DFT calculation (ωB97M-V with the def2-TZVPD basis set) of an isolated molecule of C5H8N2O2S.

E_tot = -23219.2311 eV
Energy above the lowest of the compared OMol25 structures with the same formula, charge and spin = 662.6 kJ/mol

Positions of all 18 atoms, in Å:
1 C -0.8973 -0.1967 -1.4101
2 C 0.5392 0.8062 -1.4007
3 C -0.2885 -0.7449 0.7334
4 C -0.8212 0.2657 1.6604
5 C 0.0942 -2.0650 1.3130
6 N -1.1240 -0.7461 -0.3359
7 N 0.7796 1.8381 -2.2063
8 O -0.1214 2.1619 -2.9763
9 O 2.0656 2.4042 -2.0482
10 S 1.4599 0.1095 -0.0075
11 H -1.5096 -0.2774 -2.2454
12 H -1.8879 0.3333 1.3836
13 H -0.4871 1.2686 1.5103
14 H -0.7797 0.1367 2.7076
15 H -0.4993 -2.4320 2.1713
16 H 0.1699 -2.9176 0.5730
17 H 1.0712 -1.9021 1.7986
18 H 2.2364 1.9578 -1.2209

Record 7
The following is a DFT calculation (ωB97M-V with the def2-TZVPD basis set) of an isolated molecule of C5H8N2O2S.

E_tot = -23222.2703 eV
Energy above the lowest of the compared OMol25 structures with the same formula, charge and spin = 369.3 kJ/mol

Positions of all 18 atoms, in Å:
1 C 0.0658 -2.0266 -0.4611
2 C -0.9604 -0.9333 -0.4796
3 C 1.0099 -0.1353 0.0424
4 C 2.0558 0.8403 0.4469
5 C -0.6801 1.5532 -0.3156
6 N -0.2694 0.1594 -0.1656
7 N 1.2247 -1.4598 -0.0620
8 O -2.4311 -0.4407 1.6258
9 O -3.7161 -0.2378 -0.4875
10 S -2.8344 -1.0911 0.3416
11 H 0.0051 -3.0178 -0.7730
12 H 1.9133 1.8304 0.0496
13 H 1.9841 0.9609 1.6330
14 H 3.0428 0.4471 -0.0645
15 H -0.2096 2.1206 0.4744
16 H -0.5415 1.9455 -1.3912
17 H -1.7363 1.5247 -0.2184
18 H 2.0773 -2.0396 -0.1952

Record 8
The following is a DFT calculation (ωB97M-V with the def2-TZVPD basis set) of an isolated molecule of C5H8N2O2S.

SMILES = CCn1c(=O)sn(C)c1=O
E_tot = -23223.5952 eV
Energy above the lowest of the compared OMol25 structures with the same formula, charge and spin = 241.5 kJ/mol

Positions of all 18 atoms, in Å:
1 C 2.7536 0.1560 0.4965
2 C 1.6936 0.4867 -0.4825
3 N 0.3681 -0.1455 -0.1630
4 C 0.2950 -1.5533 -0.2074
5 O 1.1272 -2.3055 -0.4153
6 S -1.4528 -1.8772 0.0575
7 N -1.8287 -0.2630 0.0725
8 C -3.1983 0.2859 0.0776
9 C -0.7814 0.5964 -0.1019
10 O -0.8363 1.8318 -0.2465
11 H 2.6548 0.3469 1.6288
12 H 2.7773 -1.1080 0.5920
13 H 3.7928 0.5562 0.3951
14 H 1.4966 1.5990 -0.2959
15 H 1.7257 0.3133 -1.4985
16 H -2.9640 1.3945 -0.0453
17 H -3.6020 -0.1686 1.0051
18 H -4.0213 -0.1457 -0.8690